[1]
Here is one molecule with the formula C6H13NO in a non-equilibrium geometry from the Open Molecules 2025 dataset. Energies are from the ωB97M-V functional and the def2-TZVPD basis.

```
! wB97M-V def2-TZVPD RIJCOSX def2/J DEFGRID3
* xyz 0 1
O -1.4479 -1.5701 -1.2558
N 0.9692 1.9847 0.0595
C -2.0829 0.6325 -0.6996
C 1.0278 0.6846 -0.5331
C 1.0010 -1.7847 -0.1148
C 0.2327 -0.4638 0.1025
C -1.0695 -0.4939 -0.7614
C -0.0600 -0.2981 1.5938
H -2.4053 0.8557 -1.7195
H -1.6827 1.5373 -0.2493
H -2.9421 0.2999 -0.1109
H -0.5404 0.6550 1.8351
H 0.8642 -0.3403 2.1817
H 0.4200 -2.6404 0.2453
H 1.9705 -1.7667 0.3950
H 1.1935 -1.9552 -1.1792
H 0.4492 0.6860 -1.5897
H 1.5511 2.6583 -0.4343
H 1.2220 1.9829 1.0453
H 2.0668 0.4227 -0.7497
H -0.7374 -1.0864 1.9390
*
```

Results
Largest force on an atom (eV/Å): 4.0
E (eV): -9969.8221
Highest occupied orbital energy (eV): -9.15
ΔE to the lowest compared entry with this formula, charge and spin (kJ/mol): 130.5
Lowest unoccupied orbital energy (eV): 0.8

[2]
Here is a 2-piece molecular cluster, C6H13NO overall in a non-equilibrium geometry from the Open Molecules 2025 dataset. Energies are from the ωB97M-V functional and the def2-TZVPD basis.

```
! wB97M-V def2-TZVPD RIJCOSX def2/J DEFGRID3
* xyz 0 1
O 0.0034 -2.9291 -0.7578
N -1.8600 -0.3202 -0.1933
C 0.6457 -0.0429 -0.2819
C -0.6414 -0.2166 0.5221
C -3.0734 0.5099 0.0234
C 2.1092 1.7306 0.7433
C 2.3393 -0.1881 -0.8165
C 1.9874 0.3032 0.4109
H -3.5865 0.1335 0.9319
H 2.3977 -1.1479 -1.2569
H -2.6441 1.4924 0.1139
H -1.8491 -0.9852 -0.9142
H -3.7709 0.5405 -0.7967
H 1.2086 2.2474 1.0978
H 0.3050 0.4232 -1.1201
H 2.4208 2.1712 -0.2450
H -0.8547 -0.6769 1.5292
H 2.0893 -0.3207 1.3300
H 2.7045 2.0621 1.6162
H 0.5542 -2.7549 -1.4587
H -0.4849 -2.0314 -0.4775
*
```

Results
Largest force on an atom (eV/Å): 7.9
E (eV): -9962.2019
Highest occupied orbital energy (eV): -7.25
ΔE to the lowest compared entry with this formula, charge and spin (kJ/mol): 865.7
Lowest unoccupied orbital energy (eV): -0.5

[3]
Here is one molecule with the formula C6H13NO from the Open Molecules 2025 dataset. Energies are from the ωB97M-V functional and the def2-TZVPD basis.

```
! wB97M-V def2-TZVPD RIJCOSX def2/J DEFGRID3
* xyz 0 1
O -0.3761 0.5937 -1.5601
N -0.9033 0.0558 0.5772
C -0.1069 -0.0011 -0.5328
C -1.9939 1.0350 0.6836
C 2.3472 -0.2031 -0.9111
C 1.0809 -0.9252 -0.4309
C -1.7636 1.9748 1.8540
C 0.8030 -2.2117 -1.2761
H -0.7268 2.3057 1.8641
H -2.3649 2.8806 1.7741
H 1.5536 -2.2610 -2.0582
H 2.1663 0.2257 -1.8965
H -0.1866 -2.1609 -1.7139
H -2.9183 0.4772 0.7967
H 0.8911 -3.0962 -0.6554
H -0.4938 -0.2238 1.4567
H -2.0145 1.5151 2.8126
H 2.6017 0.5827 -0.1981
H -2.0155 1.5766 -0.2576
H 3.1882 -0.8928 -0.9264
H 1.2321 -1.2469 0.5979
*
```

Results
Largest force on an atom (eV/Å): 0.9
E (eV): -9970.9731
Highest occupied orbital energy (eV): -9.61
ΔE to the lowest compared entry with this formula, charge and spin (kJ/mol): 19.4
Lowest unoccupied orbital energy (eV): 0.9

[4]
Here is one molecule with the formula C6H13NO in a non-equilibrium geometry from the Open Molecules 2025 dataset. Energies are from the ωB97M-V functional and the def2-TZVPD basis.

```
! wB97M-V def2-TZVPD RIJCOSX def2/J DEFGRID3
* xyz 0 1
O -0.0570 -1.5589 -0.8779
N 1.3283 0.4091 -0.5136
C 2.6430 0.0066 -0.0671
C 0.1560 -0.8574 1.3743
C 0.0526 -0.4079 -0.0749
C -0.9817 1.8977 -0.3532
C -1.0298 0.5830 -0.2818
C -2.4535 -0.1737 -0.1685
H 0.9824 -1.5565 1.4675
H -3.1300 0.2819 -0.8873
H -0.0439 2.4245 -0.3059
H -0.1922 -1.2908 -1.7949
H 0.3095 -0.0008 2.0229
H -1.8872 2.4840 -0.3794
H 2.7615 -1.0848 -0.0964
H 1.3055 0.6897 -1.4891
H 3.4154 0.4750 -0.6794
H -2.3755 -1.2409 -0.3584
H -0.7477 -1.3881 1.6600
H -2.8467 -0.0209 0.8352
H 2.7911 0.3291 0.9679
*
```

Results
Largest force on an atom (eV/Å): 4.5
E (eV): -9969.1625
Highest occupied orbital energy (eV): -8.46
ΔE to the lowest compared entry with this formula, charge and spin (kJ/mol): 194.1
Lowest unoccupied orbital energy (eV): 0.9

[5]
Here is one molecule with the formula C6H13NO in a non-equilibrium geometry from the Open Molecules 2025 dataset. Energies are from the ωB97M-V functional and the def2-TZVPD basis.

```
! wB97M-V def2-TZVPD RIJCOSX def2/J DEFGRID3
* xyz 0 1
O 1.8199 -3.2939 -1.4138
N -1.9688 1.8407 0.9337
C 0.3066 -1.0041 -0.0336
C 1.5229 -0.9393 -0.9834
C -2.0210 2.8560 1.9963
C -0.5393 0.2232 -0.0038
C 1.6167 -2.0179 -2.0155
C -1.0209 0.8020 1.0988
H -0.2894 -1.8858 -0.3267
H -0.7663 0.7329 2.1446
H 2.4054 -1.8344 -2.7676
H 0.5735 -1.3430 0.9698
H 2.4242 -0.8768 -0.3989
H 1.3821 0.0507 -1.4496
H -2.6283 3.7085 1.7012
H -0.6346 0.5647 -1.0358
H 0.7426 -2.2006 -2.6536
H -2.4546 2.4304 2.8965
H 2.6456 -3.3719 -0.9571
H -1.0352 3.2680 2.2596
H -2.0811 2.2905 0.0388
*
```

Results
Largest force on an atom (eV/Å): 3.2
E (eV): -9968.7866
Highest occupied orbital energy (eV): -7.70
ΔE to the lowest compared entry with this formula, charge and spin (kJ/mol): 230.4
Lowest unoccupied orbital energy (eV): 1.1

[6]
Here is one molecule with the formula C6H13NO in a non-equilibrium geometry from the Open Molecules 2025 dataset. Energies are from the ωB97M-V functional and the def2-TZVPD basis.

```
! wB97M-V def2-TZVPD RIJCOSX def2/J DEFGRID3
* xyz 0 1
O -0.8524 1.8439 -0.5958
N 1.4626 -0.2800 1.3731
C 0.3723 -0.1330 0.1934
C 0.9959 -0.1942 -1.1973
C -0.1082 1.2559 0.5859
C -2.1589 1.3592 -0.8216
C 2.3480 -1.1888 1.2786
C -0.6685 -1.2264 0.4256
H 1.6343 -1.0737 -1.3212
H 1.6031 0.6924 -1.4010
H 0.7251 1.9495 0.7280
H 0.2240 -0.2679 -1.9685
H -1.4197 -1.2441 -0.3685
H -0.7656 1.2625 1.4595
H 2.4657 -1.8673 0.4163
H -2.8043 2.2034 -1.0846
H -2.5913 0.8684 0.0571
H -1.1860 -1.0843 1.3794
H 3.0806 -1.3323 2.0888
H -0.2037 -2.2167 0.4478
H -2.1529 0.6735 -1.6750
*
```

Results
Largest force on an atom (eV/Å): 3.3
E (eV): -9968.7100
Highest occupied orbital energy (eV): -9.48
ΔE to the lowest compared entry with this formula, charge and spin (kJ/mol): 237.8
Lowest unoccupied orbital energy (eV): 0.9

[7]
Here is a 2-piece molecular cluster, C6H13NO2 overall in a non-equilibrium geometry from the Open Molecules 2025 dataset. Energies are from the ωB97M-V functional and the def2-TZVPD basis.

```
! wB97M-V def2-TZVPD RIJCOSX def2/J DEFGRID3
* xyz 0 1
O -0.9648 -1.6727 0.6125
O -0.0901 -1.9310 -1.5471
N -0.0693 0.7662 0.2789
C 1.0033 1.3181 -0.5661
C 1.4796 -2.1496 0.2050
C -1.4387 0.7849 -0.1808
C -1.8277 0.9261 -1.4621
C 0.1914 -1.6569 -0.3929
C 0.0895 1.2316 1.6727
H -1.1423 0.7770 -2.2870
H 0.8924 1.0722 -1.6222
H -0.2069 2.2797 1.7597
H -1.8007 -1.7732 0.1205
H 1.0416 2.4050 -0.4702
H -0.5775 0.6601 2.3234
H -2.8798 0.9259 -1.7190
H 2.2120 -1.9873 -0.5935
H 1.1171 1.1061 2.0226
H 1.8151 -1.6288 1.1037
H 1.9467 0.8803 -0.2304
H 1.3947 -3.2259 0.3715
H -2.1855 0.8925 0.6007
*
```

Results
Largest force on an atom (eV/Å): 5.6
E (eV): -12016.1350
Highest occupied orbital energy (eV): -8.23
ΔE to the lowest compared entry with this formula, charge and spin (kJ/mol): 249.9
Lowest unoccupied orbital energy (eV): 0.8

[8]
Here is one molecule with the formula C6H13NO2 in a non-equilibrium geometry from the Open Molecules 2025 dataset. Energies are from the ωB97M-V functional and the def2-TZVPD basis.

```
! wB97M-V def2-TZVPD RIJCOSX def2/J DEFGRID3
* xyz 0 1
O -0.4094 2.7817 1.7127
O -0.1458 -1.0983 0.8702
N 0.4953 1.0842 2.8844
C 0.8534 0.9540 0.3025
C 0.2588 1.7662 1.7374
C 0.6071 -0.5655 -1.5617
C -1.5444 0.4905 -0.3057
C -0.1542 -0.0629 -0.0641
C 0.3057 -2.0086 -1.9258
H 1.6841 -0.4021 -1.6144
H 0.8151 -2.6970 -1.2508
H -2.2135 -0.2925 -0.6615
H -0.8824 -1.6910 0.6824
H 0.7486 0.1122 2.8152
H 0.1749 0.1053 -2.3042
H -1.5096 1.2862 -1.0450
H 1.8052 0.5072 0.5759
H 0.6596 -2.2339 -2.9330
H 0.1898 1.4729 3.7656
H 0.9393 1.7642 -0.4121
H -1.9127 0.9343 0.6211
H -0.7650 -2.2071 -1.8890
*
```

Results
Largest force on an atom (eV/Å): 5.1
E (eV): -12017.6638
Highest occupied orbital energy (eV): -8.90
ΔE to the lowest compared entry with this formula, charge and spin (kJ/mol): 102.4
Lowest unoccupied orbital energy (eV): 0.8